C28H83F6N7O15S2 | ωB97M-V/def2-TZVPD

Geometry as ORCA input:
```
! RIJCOSX wB97M-V def2-TZVPD def2/J DEFGRID3
* xyz 0 1
N -1.321 3.722 1.360
H -0.883 2.775 1.160
H -0.810 4.320 0.709
H -1.073 3.960 2.346
H -2.330 3.621 1.184
C -0.016 0.661 3.773
F -0.205 -0.378 4.554
F -0.331 1.766 4.463
F 1.234 0.722 3.384
S -1.208 0.533 2.317
O -1.603 -0.824 2.199
O -2.240 1.461 2.685
N -0.306 1.149 1.082
S -0.369 0.103 -0.135
O 0.405 -1.080 0.079
O -1.689 -0.084 -0.679
C 0.430 1.067 -1.493
F 1.645 1.457 -1.059
F 0.584 0.273 -2.517
F -0.268 2.153 -1.775
C 1.086 -1.849 7.614
C -0.408 -1.763 7.955
C -1.200 -2.821 7.223
O -0.506 -1.911 9.370
H 1.394 -1.143 6.835
H 1.428 -2.826 7.250
H 1.739 -1.656 8.465
H -0.724 -0.754 7.689
H -2.269 -2.685 7.434
H -0.896 -3.821 7.534
H -1.213 -2.737 6.134
H -0.731 -2.818 9.596
C -3.469 1.384 -3.308
C -4.183 0.411 -4.235
C -3.178 -0.609 -4.754
O -5.156 -0.257 -3.395
H -2.566 1.796 -3.771
H -3.182 0.882 -2.382
H -4.062 2.267 -3.055
H -4.629 0.996 -5.046
H -2.543 -0.067 -5.465
H -3.643 -1.474 -5.235
H -2.536 -1.031 -3.977
H -5.624 -0.845 -4.001
O -3.813 2.645 0.835
H -4.313 2.071 0.243
H -3.367 2.023 1.441
O -0.667 4.809 3.817
H -0.683 4.357 4.669
H -0.409 5.715 4.014
O 4.504 0.689 -3.117
H 3.873 0.951 -2.435
H 4.059 0.875 -3.950
O 1.714 3.160 1.386
H 1.105 2.407 1.269
H 2.456 2.961 0.799
C -2.073 -4.272 -2.223
C -1.624 -3.644 -0.900
C -2.694 -3.823 0.160
O -3.992 -3.400 -0.193
C -4.163 -2.070 -0.667
N -0.401 -4.300 -0.449
H -3.046 -3.976 -2.609
H -2.111 -5.367 -2.130
H -1.329 -4.103 -3.005
H -1.472 -2.596 -1.202
H -2.432 -3.440 1.157
H -2.766 -4.914 0.277
H -3.533 -1.363 -0.123
H -5.184 -1.832 -0.376
H -3.957 -2.033 -1.733
H 0.383 -3.900 -0.961
H -0.196 -4.013 0.507
C 3.992 -0.397 0.332
C 4.640 0.717 1.152
C 5.927 0.294 1.783
O 6.342 1.289 2.693
C 7.676 1.130 3.131
N 4.785 1.925 0.278
H 3.934 -1.282 0.971
H 4.495 -0.546 -0.622
H 2.957 -0.137 0.132
H 3.908 1.083 1.879
H 6.695 0.108 1.010
H 5.893 -0.640 2.368
H 7.837 1.811 3.962
H 8.379 1.361 2.323
H 7.810 0.098 3.485
H 5.693 1.904 -0.185
H 4.834 2.740 0.885
C 2.108 -2.238 -4.403
C 0.879 -3.117 -4.606
C 0.018 -2.822 -5.818
O 0.692 -2.567 -7.015
C 1.426 -3.655 -7.509
N 1.301 -4.518 -4.423
H 2.905 -2.665 -3.799
H 1.878 -1.251 -4.002
H 2.547 -2.025 -5.387
H 0.251 -2.895 -3.718
H -0.642 -1.982 -5.604
H -0.659 -3.690 -5.930
H 0.738 -4.445 -7.854
H 2.142 -4.078 -6.805
H 1.941 -3.345 -8.419
H 1.913 -4.583 -3.618
H 0.580 -5.196 -4.196
C -3.889 -0.486 4.833
C -4.886 -0.609 3.693
C -4.853 -1.913 2.955
O -5.022 -2.966 3.852
C -4.357 -4.174 3.520
N -6.290 -0.441 4.211
H -4.121 0.298 5.553
H -2.857 -0.394 4.485
H -3.846 -1.406 5.430
H -4.772 0.218 2.985
H -3.912 -2.038 2.396
H -5.617 -1.875 2.165
H -3.273 -3.996 3.574
H -4.567 -4.425 2.474
H -4.705 -4.916 4.225
H -6.346 0.402 4.777
H -6.382 -1.190 4.902
C 2.060 4.194 -3.078
C 2.827 5.386 -2.559
C 4.122 5.700 -3.304
O 3.803 6.204 -4.585
C 4.915 6.301 -5.449
N 1.936 6.561 -2.490
H 1.278 3.962 -2.363
H 2.743 3.377 -3.311
H 1.553 4.442 -4.016
H 3.098 5.216 -1.510
H 4.794 4.835 -3.352
H 4.616 6.486 -2.707
H 5.504 7.204 -5.249
H 4.490 6.337 -6.452
H 5.605 5.452 -5.391
H 1.812 6.927 -3.427
H 2.280 7.276 -1.868
*
```

- HOMO (eV) = -8.81
- strongest force on any atom (eV/A) = 2.776

Results of the Löwdin charge analysis, in e, for atoms 1 through 2: 0.2525, 0.0473

=====

C28H84N16O12P4 | ωB97M-V/def2-TZVPD

Geometry as ORCA input:
```
! RIJCOSX wB97M-V def2-TZVPD def2/J DEFGRID3
* xyz 0 1
C -0.838 -5.538 1.978
N -1.119 -5.721 0.584
C -0.042 -6.394 -0.165
P -2.003 -4.508 -0.299
O -1.166 -3.423 -0.877
N -2.790 -5.420 -1.456
C -3.493 -6.638 -1.202
C -2.697 -5.116 -2.900
N -3.212 -3.937 0.764
C -4.227 -4.780 1.353
C -3.637 -2.508 0.741
H -1.672 -5.122 2.543
H 0.106 -5.011 2.119
H -0.653 -6.505 2.445
H 0.643 -5.671 -0.608
H -0.563 -6.779 -1.042
H 0.544 -7.168 0.330
H -3.694 -7.021 -0.202
H -4.473 -6.604 -1.677
H -3.068 -7.506 -1.708
H -3.165 -4.156 -3.117
H -1.644 -5.226 -3.157
H -3.170 -5.847 -3.555
H -4.947 -4.943 0.551
H -3.786 -5.755 1.560
H -4.706 -4.384 2.249
H -4.475 -2.416 0.050
H -2.802 -1.867 0.459
H -3.980 -2.190 1.726
C -0.143 -0.827 1.423
N -0.216 -0.604 2.857
C 0.584 -1.605 3.686
P -0.485 1.019 3.417
O 0.724 1.918 3.354
N -1.976 1.742 2.732
C -2.342 3.007 3.387
C -3.180 0.999 2.395
N -0.879 0.611 5.036
C -0.354 1.510 6.128
C -2.046 -0.241 5.329
H -0.485 -1.830 1.169
H 0.883 -0.809 1.054
H -0.788 -0.109 0.918
H 0.630 -1.156 4.678
H 1.588 -1.706 3.276
H 0.035 -2.530 3.867
H -2.788 2.768 4.353
H -1.461 3.635 3.520
H -3.077 3.545 2.788
H -2.912 -0.046 2.241
H -4.018 1.095 3.086
H -3.643 1.352 1.474
H -0.338 1.067 7.124
H 0.693 1.792 6.019
H -0.924 2.439 6.138
H -2.000 -0.422 6.403
H -1.961 -1.242 4.906
H -2.957 0.264 5.009
C 0.652 3.903 0.621
N 0.601 4.538 -0.731
C 0.556 3.554 -1.834
P 1.137 6.150 -0.963
O 1.737 6.257 -2.286
N -0.293 7.063 -0.743
C -1.011 7.061 0.533
C -1.260 7.258 -1.806
N 2.169 6.455 0.380
C 2.466 7.839 0.777
C 3.394 5.608 0.487
H -0.064 3.115 0.853
H 0.449 4.683 1.355
H 1.664 3.595 0.884
H 1.598 3.436 -2.129
H 0.064 3.955 -2.721
H 0.090 2.630 -1.492
H -1.490 6.093 0.678
H -0.311 7.268 1.342
H -1.798 7.810 0.622
H -1.741 8.233 -1.726
H -0.769 7.115 -2.768
H -2.024 6.483 -1.736
H 2.754 7.966 1.821
H 3.282 8.221 0.164
H 1.545 8.378 0.552
H 4.065 5.881 -0.327
H 3.215 4.595 0.127
H 3.882 5.713 1.456
C 5.009 -2.579 -2.377
N 4.823 -1.254 -1.805
C 5.268 -0.232 -2.729
P 3.470 -0.903 -0.859
O 2.234 -0.535 -1.606
N 3.202 -2.294 0.130
C 4.122 -2.828 1.119
C 1.979 -3.096 -0.005
N 4.052 0.247 0.305
C 3.169 1.322 0.791
C 5.493 0.204 0.821
H 4.722 -3.327 -1.638
H 6.052 -2.686 -2.675
H 4.366 -2.640 -3.255
H 5.800 -0.699 -3.558
H 5.843 0.570 -2.266
H 4.416 0.323 -3.121
H 4.079 -2.220 2.023
H 3.766 -3.809 1.433
H 5.119 -2.947 0.694
H 1.199 -2.563 -0.550
H 2.293 -3.814 -0.763
H 1.696 -3.673 0.875
H 3.739 2.212 1.057
H 2.391 1.546 0.061
H 2.647 0.975 1.683
H 5.506 0.176 1.911
H 6.087 0.926 0.261
H 5.883 -0.779 0.556
C -5.998 0.763 -1.029
N -6.717 1.965 -0.549
O -7.647 2.423 -1.192
O -6.354 2.389 0.577
H -4.944 0.985 -1.198
H -6.538 0.380 -1.894
H -6.047 0.064 -0.194
C 2.415 1.379 -4.791
N 1.000 1.844 -5.015
O 0.149 0.961 -4.940
O 0.803 3.068 -5.052
H 2.766 0.971 -5.739
H 2.447 0.658 -3.975
H 2.886 2.263 -4.361
C 0.456 -3.259 -3.692
N 0.889 -2.447 -4.923
O 2.032 -1.936 -4.916
O 0.276 -2.613 -5.944
H 0.698 -2.694 -2.791
H 1.171 -4.075 -3.593
H -0.598 -3.518 -3.790
C -1.076 -0.613 -2.295
N -2.397 -0.351 -1.697
O -3.402 -0.887 -2.184
O -2.453 0.485 -0.792
H -1.243 -1.211 -3.191
H -0.489 -1.267 -1.651
H -0.493 0.306 -2.356
*
```

- SMILES string = CN(C)P(=O)(N(C)C)N(C)C.CN(C)P(=O)(N(C)C)N(C)C.CN(C)P(=O)(N(C)C)N(C)C.CN(C)P(=O)(N(C)C)N(C)C.C[N+](=O)[O-].C[N+](=O)[O-].C[N+](=O)[O-].C[N+](=O)[O-]
- HOMO (eV) = -7.73
- strongest force on any atom (eV/A) = 3.198

Results of the Löwdin charge analysis, in e, for atoms 1 through 2: -0.1399, -0.2923

=====

C28H84O14 | ωB97M-V/def2-TZVPD

Geometry as ORCA input:
```
! RIJCOSX wB97M-V def2-TZVPD def2/J DEFGRID3
* xyz 0 1
C -2.722 3.354 1.548
C -2.994 4.541 2.432
O -1.897 4.692 3.330
H -2.642 2.447 2.152
H -1.816 3.464 0.954
H -3.551 3.156 0.862
H -3.949 4.424 2.953
H -3.108 5.409 1.766
H -1.754 5.621 3.522
C -2.262 3.367 -4.186
C -2.741 2.540 -2.989
O -3.874 1.752 -3.328
H -1.696 2.722 -4.880
H -1.631 4.220 -3.952
H -3.099 3.625 -4.840
H -3.046 3.234 -2.205
H -1.925 1.915 -2.614
H -3.566 1.014 -3.863
C 3.955 1.455 -1.514
C 5.101 0.916 -2.333
O 4.647 0.181 -3.495
H 3.254 0.660 -1.256
H 3.395 2.223 -2.051
H 4.326 1.918 -0.599
H 5.770 0.306 -1.722
H 5.742 1.721 -2.712
H 4.916 0.688 -4.263
C -0.821 1.470 4.406
C 0.089 2.483 5.070
O 1.179 1.828 5.740
H -1.651 1.940 3.876
H -1.190 0.720 5.103
H -0.248 0.957 3.623
H -0.448 3.030 5.842
H 0.501 3.150 4.308
H 1.771 1.489 5.048
C -0.792 0.654 0.645
C -0.297 0.063 -0.652
O 1.012 -0.486 -0.469
H -0.087 1.384 1.045
H -0.875 -0.138 1.394
H -1.764 1.098 0.441
H -0.236 0.843 -1.419
H -0.980 -0.742 -0.951
H 1.306 -0.680 -1.369
C 0.017 0.163 -4.389
C 1.474 0.225 -3.993
O 1.815 -0.852 -3.140
H -0.691 0.114 -3.560
H -0.178 -0.709 -5.015
H -0.186 1.075 -4.953
H 1.726 1.186 -3.512
H 2.112 0.320 -4.883
H 2.771 -0.861 -2.985
C 1.900 5.359 2.378
C 1.125 5.208 1.088
O 2.014 5.414 -0.032
H 2.535 4.501 2.582
H 1.169 5.438 3.192
H 2.470 6.285 2.413
H 0.290 5.916 1.052
H 0.696 4.204 0.990
H 1.488 5.628 -0.806
C -2.254 -4.701 1.002
C -1.328 -4.183 -0.083
O -1.980 -4.335 -1.342
H -1.757 -4.685 1.970
H -2.604 -5.705 0.776
H -3.121 -4.035 1.055
H -0.410 -4.792 -0.119
H -1.007 -3.159 0.137
H -1.438 -3.869 -2.001
C 3.464 0.437 1.317
C 2.764 1.323 2.325
O 3.035 0.903 3.681
H 3.183 -0.603 1.458
H 4.543 0.589 1.385
H 3.203 0.774 0.308
H 1.681 1.355 2.160
H 3.160 2.338 2.265
H 2.801 -0.039 3.722
C -0.367 -2.205 3.377
C 1.083 -2.405 2.926
O 1.967 -1.722 3.810
H -0.391 -2.398 4.451
H -1.077 -2.873 2.887
H -0.689 -1.190 3.162
H 1.241 -2.036 1.913
H 1.320 -3.475 2.899
H 1.948 -2.178 4.658
C 4.476 -2.496 -1.150
C 4.814 -2.850 0.281
O 5.528 -4.054 0.437
H 3.740 -1.681 -1.129
H 3.952 -3.300 -1.676
H 5.339 -2.172 -1.729
H 3.885 -2.877 0.875
H 5.367 -2.034 0.749
H 5.030 -4.773 0.037
C -4.937 -1.107 -2.698
C -3.531 -1.289 -2.150
O -3.557 -1.952 -0.857
H -4.911 -0.966 -3.784
H -5.489 -0.277 -2.265
H -5.505 -2.026 -2.533
H -3.088 -0.317 -1.924
H -2.915 -1.877 -2.831
H -3.447 -2.902 -1.017
C -3.640 -0.517 3.047
C -4.580 -1.355 2.203
O -5.117 -0.624 1.120
H -3.374 -1.067 3.953
H -4.132 0.401 3.371
H -2.761 -0.249 2.460
H -5.415 -1.693 2.827
H -4.069 -2.245 1.821
H -4.643 -0.907 0.326
C 0.525 -5.325 -3.567
C 0.478 -3.884 -4.024
O -0.160 -3.048 -3.040
H 0.904 -5.989 -4.341
H -0.492 -5.663 -3.333
H 1.053 -5.421 -2.616
H -0.132 -3.817 -4.928
H 1.470 -3.492 -4.252
H 0.514 -2.528 -2.587
*
```

- HOMO (eV) = -9.23
- strongest force on any atom (eV/A) = 1.562

Results of the Löwdin charge analysis, in e, for atoms 1 through 2: -0.0990, -0.3093

=====

no.,orbital gap (eV)
1,8.617
2,7.792
3,9.345